1.
{
  "formula": "C30H45F9N6O12",
  "method": "ωB97M-V/def2-TZVPD",
  "e_lumo_ha": -0.003,
  "e_above_lowest_ev": 0.545,
  "homo_lumo_gap_ev": 10.79,
  "fmax_ev_per_a": 6.28,
  "e_homo_ev": -10.9,
  "species": ["C", "N", "H", "O", "H", "H", "C", "C", "F", "H", "C", "F", "O", "H", "H", "C", "F", "H", "C", "N", "C", "O", "C", "H", "O", "H", "C", "N", "C", "H", "H", "H", "C", "C", "H", "H", "C", "H", "H", "H", "N", "N", "H", "O", "F", "F", "H", "C", "H", "H", "F", "O", "H", "H", "H", "H", "H", "H", "C", "H", "N", "H", "H", "C", "H", "H", "O", "O", "C", "H", "C", "H", "F", "H", "H", "H", "O", "F", "H", "C", "O", "H", "O", "C", "H", "C", "C", "H", "C", "C", "C", "C", "C", "O", "H", "H", "C", "F", "C", "C", "H", "H"],
  "coordinates": [[-4.441, 3.056, 4.230], [-3.878, 6.239, -4.866], [6.192, 7.775, -2.185], [-4.396, 4.491, 4.101], [-0.011, -6.499, -6.615], [-5.371, -3.152, 3.240], [-0.607, 2.948, 0.638], [-6.456, -3.438, 1.432], [-2.489, 1.722, 4.675], [-1.264, -6.161, -5.485], [3.274, -5.543, -0.818], [-5.027, -5.302, -9.355], [-5.164, 2.186, 3.634], [0.350, -5.308, -5.454], [-6.225, 6.539, 4.694], [-2.612, -7.263, 0.537], [4.388, 0.765, 7.287], [-3.777, 5.515, -1.968], [-3.545, 6.299, -3.784], [3.352, 6.800, -1.185], [-6.460, 5.599, 4.195], [6.088, -1.871, 5.449], [3.628, -1.866, 4.209], [0.370, 2.678, 1.039], [-1.941, 0.018, -0.404], [2.462, 2.631, -4.313], [-3.776, -5.771, -9.285], [-7.156, -4.059, 0.767], [-1.857, -1.348, -0.821], [-0.426, 3.399, -0.338], [3.053, -3.910, 3.580], [-1.406, -1.359, -1.813], [-0.909, 0.675, -0.054], [1.390, 2.591, -4.121], [-0.921, 3.707, 1.354], [-3.713, 7.294, -2.060], [-3.411, 2.488, 5.270], [-4.848, -2.055, 2.003], [-2.820, -1.827, -1.000], [6.485, 6.436, -1.005], [3.789, -6.545, -0.520], [-1.893, -6.454, 0.912], [6.047, 6.019, -2.577], [-1.415, 1.858, 0.365], [-2.656, 3.477, 5.796], [-3.799, -7.027, -8.794], [-4.955, 5.924, 2.671], [-2.916, -4.744, -8.556], [5.952, 0.396, 0.105], [-7.217, 6.011, 3.529], [-4.021, 1.791, 6.226], [3.905, -1.047, 5.333], [-0.676, -3.856, -7.257], [-1.297, -1.918, -0.079], [2.660, -3.474, -0.428], [-3.896, -8.058, -0.948], [-4.382, -8.413, 0.806], [-1.895, -4.123, -6.017], [-3.586, -8.267, 0.076], [1.297, 2.768, -3.050], [0.518, 0.318, -4.963], [1.051, 3.498, -4.623], [4.365, -1.731, 3.417], [-1.295, -4.617, -6.782], [4.269, -3.859, 4.964], [-2.146, 6.352, -2.316], [4.838, 2.072, 0.778], [5.376, 3.567, 2.275], [-0.474, -5.682, -6.062], [-6.996, 4.838, 4.763], [0.906, 1.338, -4.587], [-5.684, 4.337, 2.570], [-3.249, -5.760, -10.535], [3.231, -3.864, -1.959], [1.595, -4.526, -1.499], [-6.448, -1.883, 2.685], [0.313, 0.357, -0.054], [6.500, 0.619, 6.888], [-3.109, -9.247, 0.055], [3.430, -3.382, 4.456], [-2.054, -5.271, -7.742], [7.109, 4.756, 2.551], [-2.853, -3.525, -8.818], [6.222, 4.389, 3.068], [5.242, 1.566, -1.075], [-5.714, -2.617, 2.354], [5.091, 1.016, -0.146], [6.489, 3.834, 3.967], [5.179, -1.146, 5.940], [5.387, -0.099, 7.102], [2.602, -4.272, -1.168], [5.871, 6.795, -1.832], [5.754, 2.438, 1.725], [6.850, 1.885, 1.861], [4.166, 0.440, -0.184], [2.795, -1.485, 3.619], [-5.326, 5.092, 3.270], [5.458, -0.818, 8.227], [-3.234, 6.367, -2.376], [4.439, 6.843, -1.491], [2.688, -3.622, 5.218], [5.679, 5.248, 3.462]],
  "forces_ev_per_angstrom": [[-2.6, -1.5, -2.4], [-0.4, -0.1, -1.8], [0.2, -0.2, 0.0], [2.1, -4.6, 1.2], [-0.2, 0.4, -0.8], [-0.2, -0.3, -0.1], [2.5, 0.8, -0.7], [0.0, -0.5, -0.4], [-0.8, -0.6, -0.4], [0.5, -0.4, 0.7], [0.6, -1.2, 1.2], [0.2, -0.5, 0.0], [3.1, 4.9, 2.5], [-0.5, 0.4, 0.3], [0.6, -0.6, 0.8], [-0.7, -0.4, -0.1], [0.0, -0.2, -0.6], [0.5, 0.0, 0.6], [0.1, 0.0, 0.6], [-2.2, 0.1, 0.5], [-0.6, 0.9, -1.9], [-3.6, 3.0, 2.8], [0.2, -1.5, -1.7], [0.1, -0.5, -0.2], [-2.5, -1.9, -0.7], [0.2, -0.2, 0.1], [-0.2, 0.5, -0.8], [0.2, 0.0, 0.0], [0.9, -0.3, -0.6], [0.2, 0.6, 0.2], [0.6, 0.1, -0.2], [0.5, -0.2, 0.2], [4.7, 1.2, 1.1], [1.5, 1.6, 0.5], [-1.2, -0.5, -0.1], [0.4, 0.0, 0.6], [1.2, 1.4, -0.3], [-0.2, -0.3, -0.6], [-0.4, 0.8, 0.6], [-0.2, 0.5, 0.3], [-0.9, 1.8, -0.7], [0.2, 0.2, 0.0], [-0.2, 0.3, -0.4], [-1.0, -0.8, 0.7], [-0.9, 0.0, 0.5], [0.2, 1.2, -0.4], [0.7, -0.1, 0.4], [2.0, 4.9, 0.1], [-0.1, 0.2, 0.1], [-0.4, -0.3, -0.4], [0.1, 0.4, -0.4], [1.9, 0.2, 2.1], [0.0, 0.1, -0.1], [0.1, 0.0, -0.3], [-0.3, -0.6, 0.5], [-0.4, 0.2, 0.3], [-0.2, 0.5, -0.3], [-0.4, 0.1, -0.3], [0.8, -0.5, 0.2], [-0.3, -0.4, 0.0], [0.3, 0.6, 0.3], [-0.6, -0.4, -0.2], [0.9, -0.1, 0.5], [2.2, 1.1, 0.3], [0.6, 0.0, -0.9], [-0.2, 0.0, 0.8], [0.1, 0.9, 2.0], [-1.4, 0.8, -0.2], [-0.6, -0.6, 0.3], [0.6, 0.1, 0.3], [-1.1, -1.3, -0.5], [-0.3, 0.1, -0.1], [-0.5, -0.8, 0.3], [-0.5, 0.0, -0.5], [0.1, 0.5, 0.0], [0.1, 0.2, 0.2], [-3.9, 0.8, -0.2], [-0.4, -0.7, 0.2], [0.3, 0.0, -0.1], [-0.3, 0.4, 1.4], [-1.2, -3.0, 0.2], [-0.1, -0.4, -0.2], [-1.5, -3.4, 0.3], [0.5, -0.5, 1.1], [0.1, -0.6, -0.3], [0.0, 0.8, 1.0], [0.0, 0.4, 0.0], [0.5, -0.1, -0.1], [1.1, -2.0, -4.7], [-0.4, -0.5, -0.2], [1.0, -0.5, -0.5], [-0.2, -0.3, -0.1], [2.8, -1.3, -1.9], [-2.2, 0.9, 0.2], [0.2, -0.1, -0.1], [-0.7, 0.4, 1.1], [-2.8, 0.0, 0.2], [0.7, 0.1, 0.1], [-0.5, 0.1, -0.8], [2.7, -0.3, -0.4], [-0.7, 0.7, 0.0], [-0.5, -0.1, -0.6]]
}

2.
{
  "formula": "C5H15N5O10",
  "method": "ωB97M-V/def2-TZVPD",
  "e_lumo_ha": -0.023,
  "e_above_lowest_ev": 1.148,
  "homo_lumo_gap_ev": 10.22,
  "fmax_ev_per_a": 4.21,
  "e_homo_ev": -10.8,
  "species": ["H", "H", "O", "H", "H", "C", "O", "O", "O", "H", "H", "H", "N", "N", "H", "H", "O", "O", "O", "H", "H", "O", "N", "H", "C", "C", "N", "C", "N", "C", "H", "O", "H", "O", "H"],
  "coordinates": [[-1.652, 0.478, 4.073], [-2.466, 1.295, 5.334], [-4.108, -0.518, 5.295], [-0.375, -0.245, -0.890], [-2.740, 1.784, 3.511], [-2.567, 1.032, 4.281], [2.208, 2.514, -4.941], [-1.986, -2.714, -3.477], [0.077, -2.105, -3.160], [1.222, 0.561, -5.998], [-0.047, 1.513, -1.065], [0.975, 0.212, 5.243], [1.287, 1.982, -4.356], [0.170, 0.900, 0.780], [-1.202, -3.808, -5.593], [1.931, 1.001, 3.906], [4.195, 0.319, 4.778], [-0.876, 0.590, 1.330], [-3.936, -0.360, 3.142], [1.289, 0.321, -0.984], [0.161, 0.271, -4.533], [0.899, 2.197, -3.212], [3.127, -0.121, 5.208], [2.066, 1.559, 5.611], [1.903, 0.705, 4.954], [0.292, 0.576, -0.625], [-0.791, -2.605, -3.823], [0.564, 0.992, -5.244], [-3.560, -0.075, 4.269], [-0.402, -3.361, -5.002], [0.413, -4.025, -4.714], [3.039, -1.149, 5.832], [0.026, -2.575, -5.624], [1.122, 1.324, 1.401], [-0.260, 1.536, -5.706]],
  "forces_ev_per_angstrom": [[0.2, 0.3, -0.4], [-0.3, 0.8, -0.3], [1.8, 0.8, -1.3], [-0.1, 0.3, 0.3], [-0.3, -0.3, 0.4], [1.2, -1.5, 1.5], [0.1, 0.5, 0.9], [1.8, 0.8, -0.6], [0.5, 0.9, 0.0], [0.1, 0.3, 0.4], [0.1, -0.3, -0.6], [0.4, -0.3, -0.1], [0.0, -0.1, -1.0], [0.2, -2.0, 2.2], [-0.1, -0.1, 0.8], [-0.1, 0.0, 0.2], [-1.2, 0.0, 0.2], [-0.2, 0.5, -0.4], [0.4, -0.5, 0.4], [0.1, 0.4, 0.7], [-0.1, -0.2, -0.4], [0.4, -0.3, -1.3], [1.1, 0.1, -0.5], [-0.2, 0.2, -0.3], [0.3, 0.4, 0.2], [-0.4, 0.4, -1.5], [-3.3, -2.1, 1.7], [-0.7, -0.1, 1.3], [-3.1, 0.3, -0.4], [1.1, 0.8, -1.6], [-0.3, -0.1, 0.0], [-0.5, -0.3, 0.2], [0.3, -0.2, -0.3], [0.4, 0.6, -0.5], [0.1, 0.0, 0.0]]
}

3.
{
  "formula": "C6H8N2",
  "method": "ωB97M-V/def2-TZVPD",
  "e_lumo_ha": 0.009,
  "e_above_lowest_ev": 5.786,
  "homo_lumo_gap_ev": 8.72,
  "fmax_ev_per_a": 6.99,
  "e_homo_ev": -8.5,
  "species": ["N", "C", "H", "H", "C", "H", "N", "H", "H", "C", "C", "C", "C", "H", "H", "H"],
  "coordinates": [[-1.197, 1.219, -1.144], [-1.264, 0.690, 0.348], [0.577, 1.773, -2.335], [-2.596, -0.852, 0.917], [0.063, 1.411, -1.313], [-0.415, 1.444, 0.719], [1.223, 1.073, -0.733], [1.524, -1.766, 1.454], [-0.700, -2.841, 0.640], [0.892, -1.288, 0.546], [1.561, -0.161, 0.119], [-1.479, -0.806, 0.572], [-0.461, -1.765, 0.648], [2.538, 0.063, 0.600], [-2.320, 0.815, 0.548], [2.053, 0.989, -1.586]],
  "forces_ev_per_angstrom": [[2.5, -0.6, 2.0], [-0.4, 1.4, -1.7], [-2.8, 0.3, 1.5], [2.3, -1.4, -1.0], [-0.6, 0.2, -6.1], [-2.3, -2.4, 1.0], [5.6, -4.2, -0.1], [-1.0, 0.7, -2.5], [0.3, 0.6, 0.6], [3.3, 1.1, 2.5], [-1.2, 0.8, 0.7], [1.6, -1.3, 1.3], [-3.7, 2.0, -1.7], [-0.7, -0.5, -0.6], [0.3, 2.5, 0.7], [-3.1, 0.7, 3.5]]
}

4.
{
  "formula": "C16H19N2O",
  "method": "ωB97M-V/def2-TZVPD",
  "e_lumo_ha": -0.177,
  "charge": 1,
  "e_above_lowest_ev": 2.671,
  "homo_lumo_gap_ev": 5.32,
  "fmax_ev_per_a": 5.33,
  "e_homo_ev": -10.1,
  "species": ["H", "N", "C", "C", "C", "H", "C", "C", "C", "H", "C", "H", "H", "C", "H", "H", "C", "C", "H", "H", "H", "C", "H", "C", "C", "H", "H", "N", "C", "H", "H", "H", "C", "H", "O", "H", "C", "H"],
  "coordinates": [[0.589, -1.632, 4.948], [0.676, -2.136, -1.826], [2.370, -0.968, 3.965], [2.884, -0.272, 2.887], [2.037, 0.298, 1.979], [-1.264, 0.606, 1.543], [-2.453, 1.814, -0.253], [-3.494, 2.289, -1.015], [-0.592, -2.840, -1.679], [0.138, 2.762, -2.174], [0.027, 1.506, 0.124], [2.402, 0.839, 1.123], [2.594, -2.750, -2.396], [1.001, -1.084, 4.117], [-0.898, -0.575, 3.310], [1.628, -0.250, -2.038], [-3.230, 2.946, -2.198], [0.702, -0.781, -2.037], [3.950, -0.184, 2.761], [1.713, -3.931, -1.421], [-0.439, -3.916, -1.611], [-1.929, 3.119, -2.626], [-1.096, -2.503, -0.774], [-0.243, 0.767, 1.274], [-0.887, 2.642, -1.863], [2.375, -2.483, -0.653], [-0.209, -0.232, -2.132], [0.680, 0.203, 2.137], [-1.131, 1.990, -0.666], [-1.226, -2.637, -2.540], [-1.729, 3.633, -3.552], [-4.511, 2.152, -0.682], [1.908, -2.869, -1.558], [3.027, -1.418, 4.689], [1.183, 1.755, -0.251], [-2.676, 1.309, 0.669], [0.172, -0.495, 3.208], [-4.046, 3.327, -2.786]],
  "forces_ev_per_angstrom": [[-0.1, 0.0, 0.0], [0.1, 5.1, -0.5], [0.6, -0.1, 0.2], [-0.1, -0.5, 0.7], [-0.3, 0.2, -0.3], [0.0, -0.2, 0.4], [0.3, -0.1, 0.0], [-0.2, -0.1, 0.1], [-0.7, -0.1, -0.1], [0.2, 0.1, 0.0], [0.3, -0.4, 0.9], [-0.4, 0.2, -0.1], [0.0, 0.0, 0.0], [0.0, 0.0, 0.0], [-0.1, 0.2, -0.3], [0.6, 0.1, 0.0], [-0.2, 0.2, -0.3], [0.0, -5.2, 1.1], [0.1, 0.1, -0.1], [-0.2, 0.2, -0.1], [0.2, 0.2, -0.1], [-0.1, 0.1, -0.2], [0.0, 0.0, 0.0], [-0.7, -0.1, -0.4], [0.4, -0.1, 0.0], [0.0, 0.0, 0.0], [-0.7, 0.1, -0.1], [-0.1, -0.2, 0.3], [-0.6, 0.0, 0.0], [0.0, 0.0, 0.1], [0.0, 0.1, -0.1], [-0.1, 0.0, 0.0], [0.7, -0.1, 0.0], [0.1, -0.1, 0.1], [1.0, 0.1, -0.9], [-0.1, 0.0, 0.2], [0.5, 0.0, -0.1], [-0.2, 0.1, -0.2]]
}

5.
{
  "formula": "C11H20BeFNO6S",
  "method": "ωB97M-V/def2-TZVPD",
  "e_lumo_ha": -0.494,
  "charge": 2,
  "e_above_lowest_ev": 0.000,
  "homo_lumo_gap_ev": 1.94,
  "fmax_ev_per_a": 8.00,
  "e_homo_ev": -15.4,
  "species": ["C", "H", "H", "C", "H", "Be", "H", "H", "H", "H", "O", "H", "O", "C", "C", "C", "O", "C", "C", "O", "H", "H", "C", "H", "H", "H", "H", "H", "H", "O", "F", "C", "H", "S", "C", "H", "N", "C", "H", "H", "O"],
  "coordinates": [[0.025, -1.427, 0.088], [0.927, 0.158, 1.592], [1.671, -0.384, -2.577], [-2.943, -0.156, -0.510], [-4.881, 0.681, 0.297], [-4.511, -0.872, 2.598], [-2.944, 2.512, -1.564], [4.885, 0.403, -0.162], [5.004, -0.679, 1.299], [3.528, 1.317, -1.533], [-1.902, 2.524, 1.225], [-3.680, 0.216, 1.644], [-3.314, 3.164, -0.923], [0.769, -0.076, 0.494], [-2.657, -1.652, -0.034], [2.490, 1.318, -1.044], [-0.664, -1.567, -2.409], [-3.770, 0.685, 0.581], [4.668, -0.644, 0.201], [2.493, 2.383, -0.058], [-1.998, 0.375, -0.845], [-2.743, -2.353, -0.936], [3.162, -1.124, 0.138], [0.149, 0.728, -0.050], [-1.457, -1.362, 1.847], [-3.635, -0.218, -1.425], [5.393, -1.339, -0.351], [3.655, 2.340, 1.449], [0.720, -2.311, 0.334], [3.721, 2.556, 0.482], [2.795, -1.537, 1.478], [-1.325, -1.850, 0.815], [3.136, -2.073, -0.502], [-3.285, 2.503, 0.612], [0.114, -1.309, -1.488], [-3.547, -1.957, 0.658], [1.503, -0.822, -1.662], [2.083, -0.109, -0.466], [-1.245, -2.974, 1.034], [1.777, 1.648, -1.878], [-4.168, 3.284, 1.551]],
  "forces_ev_per_angstrom": [[0.7, -0.9, 1.1], [-0.2, -0.5, -1.5], [-0.1, -0.5, 0.4], [-0.9, -0.3, 0.1], [1.4, -0.1, 0.5], [0.2, 0.0, -0.6], [0.0, 0.6, 0.2], [-0.5, -1.2, 0.4], [-0.6, 0.1, -1.5], [-1.4, -0.3, 0.8], [-3.0, -1.2, -3.2], [0.7, 0.8, -0.1], [-0.3, -2.3, 2.1], [-0.3, 0.8, -1.8], [0.3, 0.3, -0.1], [1.3, 0.6, -0.5], [1.6, 0.6, 2.7], [-1.2, -0.1, -3.2], [1.0, 0.0, 0.6], [-2.2, -1.2, -0.9], [-1.0, -0.7, 0.8], [0.3, 0.8, 1.4], [1.3, -0.5, -0.1], [0.8, -0.6, 1.5], [0.6, -0.3, -1.6], [0.9, 0.1, 1.3], [-1.4, 0.9, 0.7], [-0.3, 0.3, -0.9], [-0.7, 1.3, -0.5], [2.0, -0.2, 1.1], [0.0, 0.7, -1.7], [-0.6, -0.5, -0.4], [-0.2, 1.3, 1.0], [2.5, 4.5, 6.1], [1.6, 0.1, -0.7], [0.4, 0.2, -0.6], [-2.4, 0.1, -0.3], [-1.5, -1.0, 0.3], [-0.2, 1.6, -0.3], [0.6, -0.5, 1.5], [1.0, -2.8, -4.0]]
}

6.
{
  "formula": "BaO16P4Pb5",
  "method": "ωB97M-V/def2-TZVPD",
  "e_lumo_ha": -0.166,
  "e_above_lowest_ev": 0.000,
  "homo_lumo_gap_ev": 2.84,
  "fmax_ev_per_a": 9.61,
  "e_homo_ev": -7.4,
  "species": ["O", "O", "O", "O", "O", "O", "P", "O", "O", "Pb", "Ba", "O", "P", "O", "O", "O", "O", "Pb", "Pb", "O", "P", "Pb", "Pb", "O", "O", "P"],
  "coordinates": [[-4.013, 2.646, 1.592], [1.793, -1.181, 0.528], [-3.690, -2.019, -0.635], [-4.484, 0.194, 2.264], [-3.957, 0.429, -0.115], [-1.436, -2.771, -2.434], [0.486, -0.516, 0.890], [4.581, 4.028, -0.780], [2.460, 3.215, 0.691], [2.480, 1.719, 2.439], [-2.021, -0.425, -1.753], [2.407, 2.410, -1.612], [3.509, 2.907, -0.471], [0.042, 0.311, -0.488], [0.463, 0.741, -2.986], [4.092, 1.663, 0.002], [0.537, -2.810, -1.122], [-3.648, -1.700, 1.766], [3.178, 0.177, -1.168], [0.955, 0.349, 2.059], [-0.549, -3.708, -1.734], [0.227, 2.471, -1.027], [1.704, -3.947, 0.666], [-0.330, -4.009, 0.859], [-0.648, -1.357, 1.402], [-4.140, 1.184, 1.167]],
  "forces_ev_per_angstrom": [[-0.1, -3.6, -1.8], [2.2, -0.8, -1.1], [0.6, 0.6, 2.5], [-0.5, 1.7, 0.3], [0.2, 2.4, 0.7], [-1.8, 0.4, -1.6], [-2.1, -1.4, -1.3], [-4.1, -3.7, 0.5], [-0.8, -0.1, 0.7], [0.9, 1.0, -0.3], [-0.4, -1.3, -0.5], [1.6, -0.2, 0.7], [-0.6, 9.4, -1.8], [1.1, 0.0, 2.9], [-0.9, 0.9, 1.6], [3.4, -5.4, 2.7], [1.4, -0.8, -0.6], [1.5, -3.5, -3.0], [-1.7, -2.3, -1.9], [-0.2, 3.0, 1.3], [1.4, 0.0, 1.8], [0.9, -0.6, -1.6], [-1.9, 1.0, -0.5], [0.7, -1.0, 0.1], [-0.5, 1.0, -0.8], [-0.2, 3.2, 1.1]]
}